52
Properties=species:S:1:pos:R:3 method="wB97M-V/def2-TZVPD" total_energy_ha=-3055.2114 total_charge=0 spin_multiplicity=1
Cl 2.27 -0.40 2.54
B 1.68 1.34 2.75
Cl 2.28 2.17 4.28
Cl 2.15 2.42 1.27
O 0.17 1.21 2.75
C -0.60 2.23 2.69
C -1.99 2.10 2.98
C -2.74 3.28 3.19
C -4.11 3.21 3.41
C -4.74 1.95 3.46
Cl -6.44 1.85 3.65
C -3.98 0.77 3.33
C -2.62 0.83 3.12
H -0.19 3.23 2.51
H -2.23 4.24 3.18
H -4.71 4.10 3.56
H -4.49 -0.19 3.42
H -2.01 -0.08 3.07
C -2.54 -2.12 -0.98
C -1.62 -1.42 -1.97
C -1.57 -2.24 -3.26
C -2.12 -0.02 -2.29
N -0.28 -1.30 -1.36
P 0.66 0.14 -1.19
H 0.33 0.59 0.18
N 2.10 -0.82 -1.05
C 3.48 -0.39 -1.34
C 4.35 -0.69 -0.13
C 3.48 1.10 -1.65
C 4.07 -1.13 -2.54
C 1.81 -2.16 -0.98
C 0.48 -2.43 -1.16
H -2.56 -1.59 -0.02
H -3.56 -2.14 -1.39
H -2.22 -3.16 -0.81
H -0.88 -1.81 -4.00
H -1.27 -3.28 -3.07
H -2.57 -2.27 -3.70
H -1.50 0.47 -3.04
H -3.14 -0.10 -2.69
H -2.16 0.62 -1.39
H 4.44 -1.77 0.03
H 5.36 -0.27 -0.29
H 3.92 -0.24 0.77
H 2.88 1.31 -2.54
H 3.09 1.67 -0.80
H 4.51 1.42 -1.83
H 3.48 -0.97 -3.45
H 5.08 -0.74 -2.72
H 4.16 -2.21 -2.36
H 2.60 -2.89 -0.89
H 0.03 -3.41 -1.24

=====

74
Properties=species:S:1:pos:R:3 method="wB97M-V/def2-TZVPD" total_energy_ha=-1861.7902 total_charge=0 spin_multiplicity=1
C 2.12 -2.77 -0.89
C 1.96 -2.73 -2.07
C 1.67 -2.71 -3.50
C 0.71 -1.61 -4.06
C 1.16 -1.43 -5.44
N 1.52 -1.27 -6.51
C 0.81 -0.22 -3.36
C -0.08 -0.13 -2.13
C 0.46 0.93 -4.31
C 0.61 2.31 -3.65
C -0.79 -2.09 -4.11
C -1.06 -2.84 -5.32
N -1.33 -3.44 -6.26
P -1.43 -3.20 -2.74
S -2.68 -2.39 -1.48
H 2.34 -2.87 0.14
H 1.29 -3.68 -3.77
H 2.61 -2.60 -4.02
H 1.85 -0.10 -3.07
H 0.25 0.67 -1.48
H -0.07 -1.03 -1.54
H -1.11 0.06 -2.41
H -0.57 0.81 -4.63
H 1.10 0.91 -5.18
H -0.33 2.83 -3.57
H 1.08 2.26 -2.68
H 1.25 2.94 -4.27
H -1.46 -1.24 -4.12
H -0.32 -3.78 -2.14
H -2.01 -4.24 -3.47
C -5.56 2.83 3.51
C -5.53 1.92 2.30
N -4.25 1.26 2.12
C -4.10 0.63 0.82
C -5.02 -0.55 0.47
C -3.77 0.50 3.26
C -4.66 -0.63 3.80
H -4.74 3.55 3.48
H -6.50 3.39 3.53
H -5.50 2.28 4.45
H -5.71 2.52 1.40
H -6.37 1.21 2.37
H -3.06 0.30 0.72
H -4.23 1.41 0.07
H -4.76 -1.45 1.01
H -4.93 -0.77 -0.60
H -6.07 -0.32 0.67
H -3.57 1.20 4.07
H -2.79 0.09 2.99
H -5.70 -0.30 3.91
H -4.31 -0.93 4.79
H -4.65 -1.51 3.17
C 3.58 0.54 -0.07
C 4.70 0.72 0.93
N 4.30 1.50 2.08
C 5.42 1.94 2.91
C 6.24 0.86 3.62
C 3.13 1.02 2.79
C 3.15 -0.41 3.33
H 3.16 1.50 -0.36
H 3.95 0.04 -0.97
H 2.77 -0.09 0.32
H 5.53 1.25 0.45
H 5.10 -0.28 1.20
H 5.03 2.64 3.64
H 6.08 2.52 2.26
H 5.71 0.43 4.47
H 7.16 1.31 4.02
H 6.54 0.06 2.95
H 2.27 1.12 2.12
H 2.93 1.72 3.61
H 3.53 -1.12 2.59
H 2.14 -0.72 3.59
H 3.76 -0.51 4.23

=====

10
Properties=species:S:1:pos:R:3 method="wB97M-V/def2-TZVPD" total_energy_ha=-1693.9552 total_charge=+1 spin_multiplicity=4
C 1.11 0.37 0.55
C -0.18 0.57 0.59
O 2.26 0.14 0.54
Li 3.98 0.06 -0.28
H -0.57 1.45 1.13
C -0.99 0.18 -1.10
C -1.82 -0.87 -1.07
O -2.06 -1.57 0.02
Co -1.13 -1.10 1.53
H -0.60 0.78 -1.91

=====

12
Properties=species:S:1:pos:R:3 method="wB97M-V/def2-TZVPD" total_energy_ha=-534.8944 total_charge=0 spin_multiplicity=3
C -1.59 0.67 -1.09
C 2.09 -2.44 -1.88
C 0.08 1.29 1.04
O 1.97 -1.90 -0.84
P -1.08 -0.03 0.40
H -2.16 0.12 -1.86
H -1.42 1.66 -1.27
H 2.78 -2.19 -2.69
H 1.29 -3.09 -2.35
H 0.24 1.41 2.11
H 0.95 0.83 0.71
H -0.16 2.30 0.78

=====

93
Properties=species:S:1:pos:R:3 method="wB97M-V/def2-TZVPD" total_energy_ha=-2814.6819 total_charge=0 spin_multiplicity=1
C -2.36 7.71 0.00
C -1.70 6.61 -0.90
B -2.27 5.14 -0.65
O -3.42 4.95 0.13
Si -1.35 3.53 -1.41
C -0.71 2.58 0.11
C -1.85 1.86 0.88
C -1.95 0.33 0.65
C -0.59 -0.43 0.75
C -0.86 -1.92 1.17
C 0.37 -2.55 1.90
C 1.04 -3.72 1.06
C 0.86 -5.05 1.84
C 1.93 -6.12 1.47
C 3.27 -5.81 2.22
C 4.15 -7.09 2.46
O 4.44 -7.22 3.86
C 5.40 -6.26 4.30
C -2.62 2.46 -2.36
C -2.11 1.09 -2.83
O -2.78 0.43 -3.48
F -0.88 0.65 -2.49
O 0.03 3.98 -2.31
Si -0.16 4.09 -3.98
C -1.00 5.68 -4.57
C -2.56 5.69 -4.59
C -3.19 4.96 -5.76
F -3.01 3.63 -5.76
F -4.53 5.15 -5.68
F -2.80 5.41 -6.95
H -2.75 7.30 0.94
H -3.14 8.29 -0.52
H -1.57 8.44 0.26
H -1.79 6.91 -1.96
H -0.62 6.60 -0.67
H -4.13 5.47 -0.28
H -0.31 3.36 0.78
H 0.16 1.94 -0.14
H -2.84 2.29 0.65
H -1.73 2.00 1.98
H -2.66 -0.07 1.40
H -2.39 0.06 -0.33
H 0.14 0.08 1.39
H -0.18 -0.47 -0.28
H -1.69 -1.89 1.89
H -1.15 -2.46 0.25
H 1.09 -1.76 2.15
H 0.00 -2.98 2.84
H 2.10 -3.44 0.92
H 0.50 -3.81 0.11
H -0.13 -5.47 1.60
H 0.92 -4.91 2.93
H 2.12 -6.10 0.38
H 1.62 -7.13 1.79
H 3.05 -5.33 3.19
H 3.87 -5.12 1.60
H 3.64 -8.00 2.12
H 5.11 -6.98 1.93
H 5.79 -5.64 3.47
H 4.90 -5.59 5.02
H 6.24 -6.75 4.82
H -3.10 3.02 -3.17
H -3.43 2.24 -1.64
H -0.90 2.95 -4.55
H 1.19 4.04 -4.56
H -0.67 5.83 -5.62
H -0.59 6.56 -4.03
H -2.97 5.33 -3.63
H -2.87 6.74 -4.69
C -0.74 -6.76 -3.62
C 0.16 -5.97 -3.04
C 1.19 -6.52 -2.14
O 2.01 -5.79 -1.60
C 1.19 -7.98 -1.90
C 0.29 -8.77 -2.48
C -0.74 -8.22 -3.39
O -1.56 -8.95 -3.92
H -1.51 -6.38 -4.28
H 0.17 -4.90 -3.20
H 1.96 -8.36 -1.24
H 0.28 -9.84 -2.32
C 0.55 5.05 3.74
C 1.46 5.82 4.33
C 2.45 5.27 5.28
O 3.28 5.98 5.81
C 2.39 3.81 5.56
C 1.49 3.03 4.97
C 0.50 3.59 4.02
O -0.33 2.88 3.48
H -0.18 5.43 3.04
H 1.52 6.89 4.14
H 3.12 3.42 6.25
H 1.43 1.97 5.16

=====

135
Properties=species:S:1:pos:R:3 method="wB97M-V/def2-TZVPD" total_energy_ha=-4919.7168 total_charge=+1 spin_multiplicity=1
C -2.92 4.75 -1.78
C -2.11 3.37 -1.51
C -1.49 3.49 -0.03
C -0.91 2.09 0.53
C -0.50 1.20 -0.74
C -1.33 -0.03 -1.19
C -2.62 -0.41 -0.29
C -2.26 -1.27 1.03
C -0.68 -1.48 1.28
C -0.53 -2.41 2.60
S -0.18 -1.43 4.15
C 1.36 -0.43 3.97
N 2.73 -0.82 4.12
N 3.51 0.26 3.89
C 2.69 1.42 3.60
O 1.33 0.97 3.67
C -0.88 -0.80 -2.47
C 0.39 -0.43 -3.33
C 1.25 0.78 -2.87
C 2.55 1.20 -3.65
S 3.24 0.36 -5.14
O 2.77 -1.04 -5.36
O 4.74 0.28 -4.94
C 2.73 1.36 -6.62
F 2.24 2.64 -6.15
F 1.62 0.66 -7.22
C 3.86 1.63 -7.72
F 4.04 0.40 -8.45
F 5.10 2.08 -7.22
C 3.42 2.74 -8.84
F 4.18 2.61 -10.02
F 3.73 4.03 -8.27
F 2.06 2.66 -9.21
C 3.28 2.48 -3.10
C 4.59 3.13 -3.76
C 5.95 2.79 -3.00
O 6.24 1.64 -2.61
O 6.89 3.86 -2.80
C 6.27 4.88 -1.98
C 6.36 4.60 -0.38
O 5.71 5.91 -2.44
N 2.76 3.19 -1.91
C 1.59 2.80 -1.17
C 0.77 1.56 -1.60
H -2.34 5.67 -1.39
H -3.94 4.63 -1.27
H -3.07 4.82 -2.91
H -2.83 2.47 -1.55
H -1.30 3.32 -2.32
H -0.71 4.35 -0.02
H -2.34 3.81 0.70
H 0.07 2.35 1.10
H -1.64 1.59 1.25
H -3.17 0.55 0.01
H -3.33 -0.99 -1.00
H -2.76 -2.31 0.91
H -2.75 -0.79 1.95
H -0.26 -2.04 0.37
H -0.10 -0.49 1.37
H -1.55 -2.92 2.78
H 0.28 -3.20 2.38
H 3.08 2.46 3.36
H -1.53 -1.69 -2.79
H 0.57 -1.09 -4.24
H 4.68 2.77 -4.84
H 4.37 4.27 -3.83
H 5.98 3.53 -0.18
H 5.69 5.36 0.14
H 7.47 4.69 -0.12
H 3.26 4.05 -1.59
H 1.28 3.43 -0.27
C -5.60 3.20 1.18
O -4.40 3.39 1.02
N -6.22 3.39 2.37
N -6.41 2.78 0.18
H -7.20 3.24 2.52
H -5.65 3.70 3.14
H -5.99 2.63 -0.72
H -7.40 2.62 0.28
C 0.64 -0.71 -10.93
O 0.70 -1.83 -11.42
N -0.47 0.06 -10.99
N 1.69 -0.14 -10.29
H -0.54 0.98 -10.59
H -1.27 -0.33 -11.46
H 2.54 -0.68 -10.22
H 1.66 0.78 -9.88
C -0.04 -3.60 7.95
O -1.16 -3.78 7.49
N 0.94 -3.00 7.24
N 0.30 -3.98 9.20
H 1.87 -2.84 7.59
H 0.72 -2.71 6.30
H -0.41 -4.42 9.76
H 1.22 -3.83 9.60
C 7.54 -1.03 -0.16
O 8.11 -0.20 0.54
N 6.82 -0.69 -1.25
N 7.59 -2.36 0.11
H 6.35 -1.36 -1.83
H 6.76 0.29 -1.48
H 8.12 -2.64 0.91
H 7.14 -3.05 -0.45
C -1.81 5.77 -5.33
O -2.30 6.11 -4.25
N -2.39 6.07 -6.51
N -0.65 5.07 -5.42
H -2.01 5.80 -7.40
H -3.26 6.59 -6.49
H -0.19 4.83 -4.56
H -0.24 4.78 -6.29
C 2.23 -7.50 9.77
O 2.79 -6.68 10.47
N 1.51 -7.15 8.67
N 2.27 -8.83 10.01
H 1.04 -7.81 8.07
H 1.46 -6.17 8.45
H 2.79 -9.13 10.82
H 1.81 -9.52 9.45
C -4.95 -4.49 5.40
O -5.05 -4.66 4.19
N -6.01 -4.15 6.17
N -3.78 -4.61 6.06
H -5.95 -4.00 7.17
H -6.91 -4.05 5.72
H -2.97 -4.86 5.52
H -3.68 -4.47 7.05
C -9.61 -5.61 6.89
O -9.19 -5.04 5.89
N -8.87 -6.51 7.58
N -10.85 -5.38 7.38
H -9.20 -6.98 8.40
H -7.95 -6.70 7.24
H -11.43 -4.72 6.89
H -11.22 -5.84 8.20

=====

9
Properties=species:S:1:pos:R:3 method="wB97M-V/def2-TZVPD" total_energy_ha=-5615.4522 total_charge=0 spin_multiplicity=1
F -3.44 -1.10 1.17
Si -1.81 -0.87 1.01
Br -1.65 0.93 -0.24
Br -1.19 -2.61 -0.16
H -1.04 -0.56 2.22
C 1.77 1.32 -1.25
C 2.75 0.78 -0.82
H 0.82 1.58 -1.50
H 3.79 0.52 -0.43

=====

17
Properties=species:S:1:pos:R:3 method="wB97M-V/def2-TZVPD" total_energy_ha=-438.2880 total_charge=0 spin_multiplicity=1
O 0.53 0.76 -2.69
C 0.81 0.35 -1.60
O 1.65 0.95 -0.70
N 0.34 -0.83 -1.11
C 0.34 -1.41 0.24
C -0.86 -0.96 1.06
C -0.65 0.14 2.10
O -1.89 0.88 2.24
H 1.94 1.75 -1.13
H -0.48 -1.13 -1.60
H 0.37 -2.48 0.07
H 1.27 -1.08 0.74
H -1.74 -0.65 0.45
H -1.47 -1.82 1.40
H -0.37 -0.17 3.10
H -0.01 0.86 1.56
H -2.12 1.19 1.38